(1)
# C25H28NO

A gas-phase ion, C25H28NO (charge +1) in a non-equilibrium geometry (wB97M-V/def2-TZVPD, the Open Molecules 2025 dataset).

Output
SMILES: COc1ccc([C@@H](c2ccc(C)cc2)[N+](Cc2ccccc2)=C(C)C)cc1
Total charge: +1
Energy relative to the best compared isomer or geometry (same formula, charge and spin): 14.83 kcal per mole
Strongest force on any atom: 2.9 eV/A

Last column: Löwdin charge in e.
Geometry (Å):
C -2.171 4.909 -0.973  -0.0537
O -3.056 3.905 -0.457  -0.0821
C -2.693 3.152 0.611  -0.2572
C -3.451 1.976 0.825  0.0217
C -2.951 0.985 1.646  -0.0433
C -1.819 1.224 2.437  -0.1950
C -1.341 0.114 3.365  -0.1900
C 0.177 -0.028 3.492  -0.1743
C 0.676 -0.778 4.562  -0.0373
C 2.049 -0.990 4.695  -0.0182
C 2.941 -0.481 3.745  -0.2631
C 4.412 -0.770 3.851  -0.0464
C 2.437 0.259 2.669  -0.0155
C 1.066 0.438 2.517  -0.0198
C -1.175 2.460 2.360  -0.0706
C -1.572 3.419 1.427  0.0090
H -2.706 5.285 -1.845  0.0977
H -2.018 5.711 -0.243  0.0925
H -1.199 4.497 -1.283  0.1026
H -4.355 1.813 0.240  0.1276
H -3.431 0.002 1.670  0.1124
H -1.699 -0.827 2.901  0.1691
H -0.006 -1.212 5.297  0.0999
H 2.419 -1.558 5.552  0.1210
H 4.996 0.056 3.438  0.0822
H 4.718 -0.919 4.890  0.0817
H 4.677 -1.678 3.295  0.0937
H 3.129 0.694 1.943  0.1241
H 0.682 0.947 1.633  0.1189
H -0.303 2.652 2.998  0.1253
H -0.977 4.318 1.258  0.1143
C -4.205 -0.630 4.240  0.0204
C -2.950 -0.604 5.021  -0.2159
C -2.845 -1.515 6.190  0.0209
N -1.952 0.197 4.660  0.0097
C -1.309 1.089 5.699  -0.0473
C -2.336 2.044 6.271  -0.2198
C -2.852 1.895 7.561  -0.0417
C -3.786 2.822 8.052  -0.0629
C -4.182 3.905 7.256  -0.0678
C -3.692 4.027 5.952  -0.0569
C -2.759 3.106 5.469  -0.0261
H -4.196 -1.478 3.540  0.1190
H -5.059 -0.775 4.911  0.1166
H -4.362 0.297 3.684  0.0909
H -3.191 -2.514 5.885  0.1215
H -1.816 -1.608 6.553  0.0876
H -3.487 -1.192 7.023  0.1119
H -0.865 0.490 6.502  0.1256
H -0.501 1.653 5.226  0.1404
H -2.522 1.043 8.171  0.1141
H -4.205 2.692 9.052  0.1113
H -4.866 4.657 7.651  0.1118
H -4.028 4.829 5.301  0.1105
H -2.347 3.196 4.460  0.0993

Cartesian forces (eV/Å) of the 2 atoms listed first:
C -0.238 -0.119 0.205
O 0.046 -0.101 0.367

=====

(2)
# C25H28NO2Si

A gas-phase ion, C25H28NO2Si (charge +1) in a non-equilibrium geometry (wB97M-V/def2-TZVPD, the Open Molecules 2025 dataset).

Output
Total charge: +1
Strongest force on any atom: 1.9 eV/A

Last column: Löwdin charge in e.
Geometry (Å):
C 0.835 -4.637 -2.167  -0.0950
N 2.056 -4.057 -1.632  -0.2702
C 3.240 -4.679 -2.218  -0.0860
C 2.049 -2.585 -1.664  -0.1415
H 0.992 -5.715 -2.288  0.0862
H -0.007 -4.460 -1.483  0.0879
H 0.586 -4.198 -3.150  0.0928
H 3.011 -5.741 -2.366  0.0857
H 3.498 -4.227 -3.193  0.0908
H 4.114 -4.584 -1.558  0.0877
H 2.894 -2.257 -2.306  0.1268
H 1.099 -2.242 -2.127  0.1375
C -4.507 0.256 -2.053  -0.0683
C -4.035 1.536 -1.760  -0.0620
C -2.923 1.696 -0.920  -0.0908
C -2.265 0.575 -0.386  -0.2400
Si -0.836 0.781 0.775  0.7612
C 0.086 2.344 0.397  -0.2587
C 0.150 2.843 -0.913  -0.1061
C 0.968 3.933 -1.219  -0.0691
C 1.701 4.559 -0.211  -0.0707
C 1.568 4.133 1.113  -0.0646
C 0.738 3.045 1.420  -0.0728
C -1.486 0.911 2.511  -0.2508
C -2.321 2.001 2.831  -0.0794
C -2.828 2.157 4.128  -0.0649
C -2.515 1.218 5.114  -0.0695
C -1.707 0.118 4.798  -0.0704
C -1.203 -0.037 3.500  -0.0894
O 0.163 -0.716 0.651  0.0657
C 1.162 -0.791 -0.161  -0.2845
C 2.159 -1.894 -0.298  -0.1612
C 3.405 -1.018 -0.285  -0.1023
C 2.994 0.140 -1.150  -0.0368
O 1.543 0.289 -0.801  0.0590
C -2.763 -0.705 -0.667  -0.0878
C -3.876 -0.864 -1.502  -0.0701
H -5.366 0.125 -2.712  0.1119
H -4.523 2.415 -2.185  0.1124
H -2.566 2.703 -0.691  0.1033
H -0.429 2.368 -1.707  0.1065
H 1.043 4.271 -2.255  0.1124
H 2.382 5.374 -0.458  0.1115
H 2.119 4.631 1.910  0.1099
H 0.613 2.728 2.460  0.1098
H -2.575 2.739 2.066  0.1092
H -3.465 3.013 4.368  0.1127
H -2.898 1.337 6.128  0.1113
H -1.466 -0.624 5.561  0.1085
H -0.578 -0.899 3.257  0.0986
H 2.100 -2.636 0.514  0.1785
H 3.596 -0.664 0.737  0.1428
H 4.301 -1.541 -0.636  0.1460
H 3.494 1.091 -0.953  0.1490
H 3.008 -0.107 -2.216  0.1361
H -2.284 -1.586 -0.231  0.1023
H -4.242 -1.868 -1.720  0.1090

Cartesian forces (eV/Å) of the 2 atoms listed first:
C -0.191 0.158 -0.125
N 0.012 0.544 0.472

=====

Number 1: HOMO energy -11.18 eV, E -1099.15750 Ha, frontier orbital gap 0.248 hartree. Number 2: HOMO energy -11.58 eV, E -1463.96699 Ha, frontier orbital gap 0.296 hartree.